Entry 1:
Below is an isolated molecule of C3H6OS2 at a distorted geometry, with properties calculated with ωB97M-V/def2-TZVPD.

Summary:
HOMO level = -0.3416 Eh
E_LUMO = 0.0199 hartree
Gap between HOMO and LUMO = 9.84 eV
SMILES string = C=CC(O)(S)S

Structure (ORCA input):
```
! RIJCOSX wB97M-V def2-TZVPD def2/J DEFGRID3
* xyz 0 1
H 1.838 0.836 -0.368
C 1.117 0.327 0.235
H -1.190 -0.531 -2.208
H -0.351 -2.543 -0.096
H 0.406 -0.104 2.110
H -1.963 1.441 -1.235
S -1.176 1.426 -0.089
S -1.169 -1.595 0.415
C -0.274 -0.091 -0.542
C 1.136 0.401 1.563
H 1.913 0.793 2.075
O -0.288 -0.361 -1.859
*
```

***

Entry 2:
Below is a cluster of 13 separate species, C43H122N16O13 in total at a distorted geometry, with properties calculated with ωB97M-V/def2-TZVPD.

Summary:
HOMO level = -0.3276 Eh
E_LUMO = 0.0039 hartree
Gap between HOMO and LUMO = 9.02 eV

Structure (ORCA input):
```
! RIJCOSX wB97M-V def2-TZVPD def2/J DEFGRID3
* xyz 0 1
O 10.467 7.612 15.082
O 10.865 14.162 11.737
H 8.161 3.975 15.771
H 7.737 7.111 17.429
H 4.820 3.299 10.164
H 12.493 5.587 20.216
H 1.736 5.330 15.395
O 12.265 4.524 18.426
H 8.434 6.061 4.929
H 5.521 2.880 13.408
H 6.850 7.860 4.003
C 8.555 7.718 10.852
C 6.278 6.986 4.313
H 11.115 5.392 15.737
H 3.727 4.309 9.259
C 8.182 2.954 15.389
H 5.197 8.440 10.193
H 10.517 7.097 11.343
H 8.833 6.003 18.370
H 4.888 6.036 2.435
C 14.706 5.542 9.704
H 5.003 3.408 6.106
C 9.741 7.710 17.343
H 7.294 1.094 6.828
C 2.369 5.040 16.234
H 5.925 3.951 14.470
O 4.595 6.455 10.245
H 7.853 10.632 7.962
H 9.644 1.681 12.120
H 7.893 9.169 9.496
H 8.397 12.311 5.466
H 6.202 6.626 1.458
N 9.355 8.753 18.287
C 13.259 5.511 15.646
H 16.848 3.496 12.529
C 5.004 10.489 5.039
O 6.314 10.942 5.239
C 7.348 2.154 7.077
N 5.540 12.028 14.029
C 16.511 4.258 11.827
H 8.884 0.150 11.724
H 12.032 10.972 10.882
H 12.721 2.710 17.660
H 7.865 2.218 16.128
H 14.945 6.120 10.597
H 13.548 5.950 18.892
H 5.245 1.905 5.187
H 10.889 9.103 13.659
C 9.618 6.557 11.045
H 5.297 8.118 6.358
C 6.135 7.542 6.748
C 11.585 13.261 12.633
H 4.379 11.379 4.956
C 3.822 4.802 15.967
H 12.879 6.299 16.297
H 6.330 5.586 5.913
H 11.055 5.423 12.897
H 13.013 5.679 14.598
H 17.235 5.053 11.645
C 5.926 5.843 2.165
H 6.463 5.814 11.340
N 4.513 4.220 9.887
H 2.955 8.660 8.139
H 1.853 4.252 16.783
C 11.300 8.271 14.231
H 16.889 5.150 9.216
H 7.650 14.150 6.933
N 4.516 4.175 17.036
H 6.215 7.801 14.912
C 15.942 4.646 9.406
H 7.653 9.001 12.073
N 11.326 4.412 15.858
H 2.281 5.822 16.988
H 13.039 3.399 15.425
H 6.651 2.555 7.813
H 12.456 15.304 10.996
N 8.615 8.737 11.918
O 9.206 5.654 11.992
O 3.572 10.870 9.256
H 5.894 6.992 7.658
C 9.872 8.461 15.997
H 8.353 8.852 18.371
H 10.887 4.225 16.748
N 9.173 3.896 7.328
H 12.556 13.104 12.162
C 7.928 12.130 6.433
C 5.004 5.313 10.261
O 5.801 9.929 13.241
H 6.306 6.921 13.481
H 3.842 9.653 14.655
N 8.194 13.343 7.204
O 6.721 5.914 3.441
O 7.060 2.757 5.872
N 14.498 6.690 8.739
C 12.757 4.205 16.103
H 8.829 4.306 6.471
O 16.187 3.732 10.565
H 6.070 12.862 5.542
H 14.100 6.310 7.892
H 6.911 0.943 12.788
C 6.654 6.605 5.706
O 8.710 0.589 13.770
C 11.061 11.060 11.371
H 10.657 4.190 11.652
C 9.413 0.690 12.510
H 12.519 5.621 9.876
H 4.600 6.819 16.319
H 10.910 16.235 11.167
H 6.083 4.867 1.706
H 15.861 3.908 8.608
H 9.149 2.375 9.576
N 9.601 12.023 13.004
H 5.420 4.037 16.607
H 4.897 9.881 4.141
H 8.883 8.260 12.767
N 4.879 9.389 10.325
H 7.613 7.169 10.846
C 8.497 10.894 7.123
H 10.724 7.349 17.646
C 3.990 9.778 9.470
H 5.740 11.748 6.956
H 10.348 0.132 12.558
H 7.008 0.703 14.509
H 15.628 4.689 12.299
O 5.868 5.742 15.081
C 5.324 10.743 14.040
H 13.937 4.510 19.835
H 9.477 1.896 6.715
H 11.470 11.198 13.440
H 9.774 4.085 13.122
C 8.716 8.459 9.568
H 5.296 10.062 10.952
H 9.425 11.228 7.589
C 6.579 6.845 14.534
H 10.409 1.607 8.551
H 3.711 11.286 15.063
H 8.837 0.865 8.993
H 9.360 12.686 12.282
H 8.504 5.792 16.726
C 6.408 12.013 6.137
H 8.635 7.804 8.700
H 13.167 4.156 9.060
C 12.987 3.755 17.500
H 9.683 8.961 9.546
H 4.235 3.219 17.198
H 4.026 6.472 14.555
H 10.516 11.534 10.555
H 7.964 3.277 13.296
C 13.118 5.121 19.455
C 10.965 11.823 12.703
H 9.685 6.057 10.079
H 6.453 4.058 10.896
H 4.677 10.018 5.966
C 9.341 1.780 8.683
H 9.257 2.813 15.272
C 11.545 15.449 11.576
H 6.971 8.159 7.077
H 10.435 9.384 16.135
H 8.591 10.173 6.311
C 5.652 2.894 5.396
H 9.102 11.174 12.777
N 6.035 4.973 10.980
H 7.645 6.706 14.715
N 3.677 8.665 8.846
H 5.008 12.612 14.658
C 8.834 2.443 7.404
C 4.520 6.142 15.469
H 11.676 7.554 13.501
H 14.054 3.811 17.716
C 13.347 4.913 9.823
N 6.044 2.969 14.267
H 8.668 4.328 8.088
H 11.931 15.898 12.491
C 10.270 4.802 12.467
C 7.448 2.698 14.062
H 4.121 7.826 9.191
N 8.108 6.438 5.808
H 8.373 7.406 5.695
N 4.327 10.524 14.818
H 11.694 13.842 13.549
H 5.644 3.417 4.439
H 14.345 5.428 15.617
H 8.981 8.790 15.462
H 9.166 13.542 7.013
H 9.670 9.678 18.031
H 13.301 4.349 10.755
H 10.625 10.061 11.396
H 6.003 12.501 13.265
H 12.137 8.514 14.886
C 7.451 1.257 13.681
H 3.843 4.054 15.175
H 5.212 7.115 4.127
C 8.689 6.580 17.456
H 13.739 7.196 9.173
*
```

***

Entry 3:
Below is a structure of composition C13H35N4O9V at a distorted geometry, with properties calculated with ωB97M-V/def2-TZVPD.

Summary:
HOMO level = 0.0202 Eh
E_LUMO = 0.1496 hartree
Gap between HOMO and LUMO = 3.52 eV

Structure (ORCA input):
```
! RIJCOSX wB97M-V def2-TZVPD def2/J DEFGRID3
* xyz -2 1
H 0.372 7.232 -19.879
O -2.493 8.345 -14.584
H 7.457 8.657 -13.342
O 2.080 7.439 -14.703
V 3.465 7.655 -15.510
H -0.610 9.943 -15.308
H 6.425 8.529 -14.812
H 6.948 7.307 -11.119
H 4.610 11.305 -19.077
H 7.288 4.670 -18.008
O 1.866 8.254 -17.300
H 2.348 5.516 -12.945
C 1.936 4.613 -10.927
H 2.093 4.013 -8.877
O 2.681 3.485 -11.393
O 4.352 6.076 -16.710
C 5.404 5.892 -17.632
H 4.914 8.986 -18.135
N -0.972 6.794 -15.394
H 5.271 8.278 -12.876
H 2.691 9.797 -19.727
N 0.553 7.877 -19.131
C -1.381 8.086 -15.073
H 7.610 7.275 -14.434
O 4.994 6.516 -13.890
H -0.012 8.704 -19.184
H 6.504 10.832 -20.580
H 4.354 8.283 -19.590
O 6.429 3.918 -16.359
N -0.418 8.957 -15.296
H 1.507 5.762 -19.043
H 5.414 10.099 -21.767
H 5.042 5.960 -18.673
C 2.168 4.925 -9.474
C 5.476 10.813 -20.939
H 5.899 8.801 -19.511
C 6.898 7.979 -13.999
C 6.277 4.576 -17.573
H 0.901 4.248 -11.007
N 2.100 6.350 -18.482
H 5.758 6.138 -11.220
H -1.441 5.947 -15.136
H 6.104 6.738 -17.558
O 3.182 10.410 -20.281
H 0.015 6.684 -15.584
H 1.561 5.709 -9.027
C 5.807 7.347 -13.125
H 5.788 3.885 -18.294
H 7.153 5.922 -12.164
H 2.634 3.563 -12.350
H 1.435 6.566 -11.753
C 1.489 7.532 -18.229
H 5.343 11.731 -21.522
H 3.144 6.263 -11.745
C 2.174 5.778 -11.900
H 3.224 5.209 -9.412
H 2.895 5.962 -17.967
H 0.296 8.659 -15.951
C 4.499 10.499 -19.811
C 4.906 9.151 -19.212
C 6.438 6.697 -11.873
O 3.834 9.165 -15.626
*
```

***

Entry 4:
Below is a structure of composition C20H36GeINO3Ti, with properties calculated with ωB97M-V/def2-TZVPD.

Summary:
HOMO level (spin up / spin down) = -0.1238 / -0.1422 Eh
Expectation value of S² = 0.76
E_LUMO (spin up / spin down) = 0.1008 / 0.1007 hartree
Gap between HOMO and LUMO (spin up / spin down) = 6.11 / 6.61 eV

Structure (ORCA input):
```
! RIJCOSX wB97M-V def2-TZVPD def2/J DEFGRID3
* xyz -1 2
H -0.775 1.707 3.312
C -3.387 1.662 -0.332
H 3.047 2.182 -3.005
C -3.763 -1.727 -2.023
C 3.223 -2.816 1.091
H 0.143 -0.249 -2.706
H -4.946 3.035 0.155
H -3.049 -1.613 -2.844
H 2.842 -2.618 2.093
C -0.214 0.859 3.709
H 1.364 0.327 -3.779
H 4.971 -2.466 -0.964
H -2.168 -1.099 3.506
C 4.590 -0.730 1.164
H 4.352 -0.915 -1.557
H 4.850 0.209 0.669
H -2.353 0.069 2.180
H -1.520 1.964 0.698
H 3.318 -2.362 -1.591
H 0.174 -1.853 4.194
H 2.466 -3.373 0.543
H -6.761 1.625 -0.771
O 2.357 -0.748 0.192
H 0.551 2.717 -3.556
H -3.260 -2.365 -1.293
C -2.294 2.546 0.197
C -4.713 2.073 -0.292
H 3.412 1.237 -1.552
O 0.170 0.099 1.460
H -6.202 -0.570 -1.782
H 4.232 -0.497 2.169
C 1.298 1.471 -1.937
C -3.060 0.405 -0.901
C -5.415 0.057 -1.375
C -0.296 -0.317 2.739
H -0.635 0.586 4.678
C -1.748 -0.756 2.558
H -2.699 3.289 0.889
H -1.793 3.079 -0.615
N -1.785 -0.051 -0.918
C 4.084 -1.830 -1.024
H -0.688 2.118 -2.424
C -5.732 1.288 -0.811
H 5.498 -1.331 1.260
C 2.735 1.980 -1.978
H 0.501 -2.303 2.506
I -0.155 -3.344 -0.945
H -1.799 -1.572 1.833
H 2.819 2.904 -1.404
H 1.878 -0.594 -2.360
C 1.171 0.158 -2.715
H -4.655 -2.233 -2.395
H 0.400 3.431 -1.936
C 3.543 -1.508 0.371
H 4.126 -3.426 1.183
Ge 1.875 0.882 1.020
H 1.586 -1.186 3.360
C 0.543 -1.490 3.232
C -4.108 -0.397 -1.429
C 0.329 2.504 -2.507
Ti -0.196 -0.551 -0.512
O 0.897 1.258 -0.586
H 0.823 1.168 3.861
*
```